(1)
Computed, not measured: a 2-piece molecular cluster, C6H12N3O2 overall in a non-equilibrium geometry, with ωB97M-V/def2-TZVPD.

Properties
orbital gap = 9.38 eV
molecular weight = 158.2 g/mol
charge = +1
E_LUMO = -4.62 eV

Last column: Löwdin charge in e.
Cartesian coordinates (Å):
1 H -2.42841 1.22570 2.50950  0.12
2 H -0.02503 -0.91999 -2.79651  0.13
3 N -1.32743 1.60993 0.64980  0.05
4 C 0.02935 -1.47226 -1.80649  0.03
5 H -0.63893 0.80242 2.39908  0.11
6 O -2.44606 0.05358 -1.12335  0.28
7 O -1.63974 3.93165 0.26461  0.26
8 C 1.91640 0.42403 -0.70755  -0.05
9 H 2.17978 -1.08086 1.66184  0.13
10 N -0.23742 -0.52528 -0.69806  -0.08
11 H 1.46727 1.19252 -1.38460  0.12
12 H -1.97345 -0.03641 1.55095  0.04
13 C -1.36466 0.09763 -0.73152  -0.24
14 C -1.60848 0.84857 1.88493  0.00
15 H 2.45836 0.98671 -0.01698  0.07
16 C 1.35360 -1.35194 0.89701  -0.02
17 H 1.86163 -2.04696 0.17351  0.09
18 N 0.87643 -0.14804 0.11738  -0.23
19 H 0.48246 -1.65413 1.43255  0.07
20 C -1.55277 2.78301 0.42092  -0.21
21 H -0.79079 -2.20656 -1.81034  0.11
22 H 2.41700 -0.52103 -1.19018  0.12
23 H 0.99089 -1.99230 -1.69648  0.09

Cartesian forces (eV/Å) of the 2 atoms listed first:
H 0.518 0.581 -0.180
H 0.330 -0.677 1.176

***

(2)
Computed, not measured: an isolated ion of composition C6H12N3O2 and charge +1 in a non-equilibrium geometry, with ωB97M-V/def2-TZVPD.

Properties
orbital gap = 9.30 eV
molecular weight = 158.2 g/mol
SMILES string = CCO[C@@]1(O)[C@@H]2C(=[NH2+])NN[C@@H]21
charge = +1
E_LUMO = -3.01 eV

Last column: Löwdin charge in e.
Cartesian coordinates (Å):
1 H -1.73209 -0.86750 1.28743  0.17
2 C -0.19783 0.17674 -0.26081  -0.53
3 H -1.34886 0.64944 3.60657  0.12
4 H -0.11753 0.46622 -4.36649  0.11
5 C -0.04300 0.08710 -3.29104  -0.04
6 H -1.01151 1.82916 -2.26690  0.10
7 H 0.90145 0.27885 -2.84669  0.05
8 H 2.31479 -1.82162 0.96100  0.19
9 H 0.20690 -2.01179 -0.19793  0.17
10 H -0.31199 -1.07002 -3.34001  0.13
11 N -0.39869 0.47184 3.45132  0.21
12 C 0.12372 -0.10358 2.42055  -0.27
13 O -1.23022 0.08194 -1.14151  -0.01
14 C 0.41612 -1.03965 0.29572  -0.09
15 C -1.07845 0.79027 -2.39221  -0.20
16 N 1.36753 -0.60152 2.29417  0.06
17 H 0.24335 2.10785 -0.67215  0.18
18 H 0.27087 0.59729 4.28515  0.18
19 H 2.02929 -0.72004 3.14653  0.24
20 O 0.63955 1.23282 -0.33448  0.09
21 N 1.66842 -0.97816 1.05082  0.01
22 H -1.97195 0.77825 -2.85998  0.09
23 C -0.73991 -0.33392 1.17093  0.06

Cartesian forces (eV/Å) of the 2 atoms listed first:
H 1.274 1.013 -0.110
C -0.258 0.480 1.454

***

(3)
Computed, not measured: an isolated ion of composition C6H12N3O3 and charge +1 in a non-equilibrium geometry, with ωB97M-V/def2-TZVPD.

Properties
orbital gap = 9.42 eV
molecular weight = 174.2 g/mol
SMILES string = NC1=[N+](CCC(=O)O)COCN1
charge = +1
E_LUMO = -4.62 eV

Last column: Löwdin charge in e.
Cartesian coordinates (Å):
1 C 0.65242 -0.38914 -1.53393  -0.07
2 H 1.88871 -1.76499 1.07087  0.15
3 N -0.17285 -0.84605 2.28670  0.12
4 N 0.34763 0.88278 0.67604  0.05
5 H 1.90832 1.24320 -0.72601  0.14
6 H 0.32119 1.70758 -1.22679  0.14
7 H -0.09342 -0.23999 3.11175  0.17
8 O -1.15183 -0.25278 -3.21792  0.13
9 H 2.75034 -0.25181 1.33792  0.15
10 H -2.29189 -1.12279 2.45261  0.15
11 C 0.68078 -0.20943 1.35239  -0.35
12 C -1.10387 1.24789 0.73799  -0.16
13 H -1.50251 -0.72980 -2.45240  0.10
14 N 1.88804 -0.76725 1.23082  0.23
15 C 0.87252 0.90855 -0.71616  -0.09
16 C 0.17471 -0.10948 -2.97203  -0.55
17 H 1.61685 -0.89390 -1.62672  0.13
18 H -1.61172 0.94305 -0.19024  0.15
19 O -1.71589 0.78887 1.88387  -0.03
20 H -0.02745 -1.11727 -1.06581  0.12
21 H -1.62189 -0.97210 0.79382  0.13
22 O 0.91736 0.21898 -3.79681  0.19
23 C -1.55977 -0.61568 1.82863  -0.15
24 H -1.16577 2.34157 0.76139  0.16

Cartesian forces (eV/Å) of the 2 atoms listed first:
C 0.201 -0.488 0.095
H 0.372 -0.038 0.898

***

(4)
Computed, not measured: a 2-piece molecular cluster, C6H12N3PS overall in a non-equilibrium geometry, with ωB97M-V/def2-TZVPD.

Properties
orbital gap = 5.66 eV
molecular weight = 189.2 g/mol
E_LUMO = -1.68 eV

Last column: Löwdin charge in e.
Cartesian coordinates (Å):
1 C -0.40362 2.06514 1.99428  -0.35
2 N -1.15398 2.98583 2.55827  0.01
3 C 1.08811 -1.56970 0.36646  -0.05
4 H 2.03981 1.79516 -1.31549  0.00
5 C -2.18705 3.16470 1.72005  -0.23
6 H 0.31386 -1.63596 1.16460  0.11
7 H -1.62528 -1.65617 -1.25034  0.04
8 N 0.17876 -1.22713 -0.74298  -0.47
9 H 0.49275 1.60397 2.39180  0.08
10 P 0.08016 0.24691 -1.41279  0.50
11 H 2.73050 0.33938 -1.31255  0.06
12 H -0.98343 -2.67136 -0.01185  0.07
13 N -0.86715 1.68111 0.82073  -0.03
14 H -2.99887 3.86198 2.00633  0.09
15 C 1.82429 0.85756 -1.66774  -0.21
16 C -2.03212 2.37885 0.61974  -0.21
17 H 1.73031 -0.85536 0.63919  0.03
18 H 1.48289 -2.61638 0.13555  0.13
19 C -0.77497 -2.22545 -0.94599  -0.14
20 S -1.11557 0.47051 -2.88789  0.33
21 H -0.31666 -2.96057 -1.71426  0.14
22 H 1.92763 1.07647 -2.79406  0.08
23 H -2.47756 2.23936 -0.25747  0.02

Cartesian forces (eV/Å) of the 2 atoms listed first:
C 1.085 -0.132 0.428
N 0.517 -0.084 1.533

***

(5)
Computed, not measured: C6H12N4ReSSe2Te2 as an isolated structure in a non-equilibrium geometry, with ωB97M-V/def2-TZVPD.

Properties
multiplicity = 2
orbital gap (alpha / beta) = 6.08 / 5.31 eV
molecular weight = 771.6 g/mol
charge = +2
⟨S²⟩ = 0.784
E_LUMO (alpha / beta) = -7.60 / -8.50 eV

Last column: Löwdin charge in e.
Cartesian coordinates (Å):
1 C 1.15904 1.64345 4.43284  -0.02
2 H -1.10196 3.32849 1.85121  0.12
3 N 0.70056 1.04063 3.17886  -0.04
4 H 1.68915 2.57544 4.23572  0.10
5 Re 0.57445 -0.96524 0.15548  0.31
6 Te 3.40008 -3.42547 1.31799  0.41
7 C 2.32690 0.51244 -1.95423  -0.12
8 C 3.47559 1.35306 -4.00073  0.04
9 Se 2.54106 -1.07575 1.55112  -0.01
10 H 0.01799 -1.53588 -2.87539  0.12
11 Te 1.13642 -4.82594 1.25083  0.40
12 H 2.90898 1.08975 -1.25471  0.15
13 H 4.35177 1.50795 -3.37850  0.10
14 H 3.03694 2.31048 -4.26706  0.11
15 C -0.06661 1.64981 2.30749  -0.74
16 S -0.59659 0.91189 0.80389  0.66
17 H 1.50576 -0.46443 -4.91020  0.15
18 N 2.48970 0.53484 -3.26659  -0.08
19 C 0.83986 -0.84172 -2.83469  -0.08
20 H -0.35723 3.34813 3.40867  0.13
21 H 0.31932 1.82798 5.10380  0.11
22 Se -0.50170 -3.08085 0.56996  -0.02
23 H 3.76104 0.82394 -4.90359  0.11
24 C 1.56093 -0.31593 -3.84492  0.00
25 N -0.51081 2.87608 2.53084  0.16
26 H 0.96802 0.08869 2.96488  0.00
27 N 1.32604 -0.30821 -1.63034  -0.17
28 H 1.84062 0.95184 4.91736  0.10

Cartesian forces (eV/Å) of the 2 atoms listed first:
C -0.074 -0.016 -0.057
H -0.022 0.015 0.027

***

(6)
Computed, not measured: an isolated ion of composition C6H12N5O and charge +1 in a non-equilibrium geometry, with ωB97M-V/def2-TZVPD.

Properties
orbital gap = 9.59 eV
molecular weight = 170.2 g/mol
SMILES string = CCNN1NN=[N+]=C1C[C@H]1CO1
charge = +1
E_LUMO = -4.47 eV

Last column: Löwdin charge in e.
Cartesian coordinates (Å):
1 H 2.89618 1.29004 -1.00691  0.12
2 N 0.96056 -2.21340 2.00015  0.12
3 H 1.79079 1.34171 1.24205  0.08
4 N -0.24675 -2.02359 1.52770  0.15
5 N 1.15559 -1.11436 0.14663  -0.05
6 H 1.41266 2.69906 0.22626  0.10
7 C -0.14538 -1.34434 0.37672  -0.21
8 H 1.33652 1.30699 -1.80100  0.12
9 C 1.85991 0.97337 -0.90458  -0.20
10 N 1.79462 -1.67830 1.17616  0.12
11 H -2.01432 0.07782 1.36445  0.14
12 C -1.26775 -0.91795 -0.48368  -0.03
13 H -3.12526 1.87637 0.29102  0.12
14 C 1.26488 1.62464 0.32924  -0.07
15 N 1.86360 -0.51643 -0.85984  0.05
16 O -3.60155 -0.19259 -0.02502  0.01
17 H -0.88440 -0.32445 -1.31237  0.12
18 H 0.19102 1.46738 0.43205  0.07
19 H 2.80415 -1.67747 1.28459  0.21
20 H -2.66621 1.16134 -1.39329  0.12
21 C -2.99328 1.02889 -0.36911  -0.09
22 H -1.81794 -1.79710 -0.82286  0.15
23 H 1.68797 -0.98236 -1.73920  0.15
24 C -2.25565 -0.06527 0.32083  -0.31

Cartesian forces (eV/Å) of the 2 atoms listed first:
H 0.039 -0.099 -0.020
N 0.064 0.104 -0.097

***

Calculated energy above the lowest of the compared OMol25 structures with the same formula, charge and spin, 110.18 103.77 0.00 64.18 8.77 122.98 kcal/mol (same order as the records).